Here is one molecule with the formula C23H27N5O3 from the Open Molecules 2025 dataset. Energies are from ωB97M-V/def2-TZVPD.

Geometry (Å):
1 C -3.179 2.340 -5.583
2 C -2.375 1.045 -5.438
3 N -1.898 0.744 -4.100
4 C -2.957 0.471 -3.142
5 C -2.396 -0.353 -1.978
6 O -2.180 -1.539 -2.091
7 N -2.171 0.378 -0.858
8 C -1.554 -0.017 0.340
9 C -1.008 -1.281 0.541
10 C -0.431 -1.603 1.749
11 C -0.372 -0.686 2.807
12 N 0.103 -1.086 4.044
13 C 1.303 -1.885 4.173
14 C 2.498 -0.985 4.525
15 O 2.263 -0.226 5.690
16 C 1.113 0.579 5.543
17 C -0.108 -0.296 5.237
18 C -0.895 0.591 2.577
19 C -1.476 0.914 1.368
20 C -0.913 1.675 -3.589
21 C 0.033 0.997 -2.633
22 N 0.458 1.634 -1.603
23 C 1.341 0.989 -0.770
24 C 1.812 1.659 0.364
25 C 2.712 1.044 1.202
26 C 3.157 -0.251 0.943
27 C 2.691 -0.931 -0.159
28 C 1.786 -0.319 -1.026
29 C 1.295 -1.029 -2.207
30 O 1.603 -2.148 -2.551
31 N 0.413 -0.264 -2.963
32 H -4.084 2.304 -4.980
33 H -2.588 3.200 -5.275
34 H -3.467 2.475 -6.621
35 H -2.987 0.199 -5.760
36 H -1.499 1.089 -6.092
37 H -3.708 -0.145 -3.639
38 H -3.436 1.393 -2.769
39 H -2.394 1.363 -0.890
40 H -1.053 -2.015 -0.246
41 H -0.046 -2.601 1.882
42 H 1.516 -2.411 3.245
43 H 1.151 -2.615 4.976
44 H 3.387 -1.584 4.728
45 H 2.693 -0.310 3.678
46 H 0.991 1.112 6.487
47 H 1.267 1.304 4.728
48 H -1.012 0.302 5.143
49 H -0.242 -0.997 6.070
50 H -0.848 1.351 3.340
51 H -1.868 1.910 1.219
52 H -1.348 2.549 -3.078
53 H -0.316 2.044 -4.430
54 H 1.460 2.661 0.551
55 H 3.086 1.575 2.067
56 H 3.874 -0.719 1.603
57 H 3.014 -1.936 -0.385
58 H -0.045 -0.713 -3.750

The value obtained for the max |F| is 0.69 eV/Å. The LUMO energy comes out at 0.60 eV. The calculation puts the HOMO-LUMO gap at 7.88 eV. As for the total charge: 0. The SMILES is CCN(CC(=O)Nc1ccc(N2CCOCC2)cc1)Cc1nc2ccccc2c(=O)[nH]1. The calculation puts the HOMO energy at -7.285 eV.

Atom charges from the Mulliken analysis, given in e for atoms 1 to 4:
1 C -1.0924
2 C -0.7308
3 N 0.1860
4 C -0.8965

---

Here is a 2-piece molecular cluster, C23H27NO5S overall from the Open Molecules 2025 dataset. Energies are from ωB97M-V/def2-TZVPD.

Geometry (Å):
1 C 5.615 1.454 -2.059
2 C 4.497 0.721 -1.338
3 N 3.278 1.534 -1.322
4 C 2.102 0.974 -1.598
5 C 0.918 1.709 -1.671
6 C -0.195 1.181 -2.291
7 C -1.428 1.892 -2.410
8 C -2.297 1.641 -3.503
9 C -3.434 2.417 -3.694
10 C -3.758 3.432 -2.777
11 C -2.935 3.658 -1.661
12 C -1.777 2.908 -1.479
13 C 3.369 2.972 -1.141
14 C 4.793 3.318 -0.751
15 O 5.750 2.822 -1.693
16 H 6.582 0.975 -1.842
17 H 5.432 1.412 -3.147
18 H 4.261 -0.211 -1.857
19 H 4.810 0.492 -0.306
20 H 2.104 -0.104 -1.788
21 H 0.892 2.737 -1.283
22 H -0.091 0.227 -2.812
23 H -2.022 0.845 -4.201
24 H -4.073 2.229 -4.558
25 H -4.654 4.035 -2.924
26 H -3.195 4.423 -0.928
27 H -1.120 3.080 -0.623
28 H 3.093 3.506 -2.069
29 H 2.685 3.302 -0.348
30 H 4.936 4.409 -0.781
31 H 4.997 2.924 0.264
32 C 3.204 -1.486 2.929
33 C 2.373 -2.165 1.870
34 O 1.006 -1.745 2.064
35 C 0.177 -2.054 1.011
36 C -1.170 -1.755 1.444
37 S -2.594 -2.226 0.644
38 C -3.689 -2.878 1.929
39 C -3.652 -4.243 2.231
40 C -4.446 -4.753 3.261
41 C -5.312 -3.914 3.968
42 C -5.393 -2.562 3.620
43 C -4.597 -2.045 2.592
44 O -3.284 -1.061 0.138
45 O -2.343 -3.384 -0.176
46 O 0.591 -2.472 -0.065
47 H 4.247 -1.806 2.862
48 H 3.166 -0.398 2.796
49 H 2.823 -1.733 3.925
50 H 2.709 -1.886 0.864
51 H 2.423 -3.259 1.975
52 H -1.288 -1.158 2.335
53 H -3.012 -4.906 1.652
54 H -4.384 -5.813 3.502
55 H -5.924 -4.312 4.780
56 H -6.082 -1.900 4.145
57 H -4.688 -1.002 2.293

The value obtained for the max |F| is 2.85 eV/Å. The LUMO energy comes out at -2.31 eV. The calculation puts the HOMO-LUMO gap at 3.59 eV. As for the total charge: 0. The calculation puts the HOMO energy at -5.895 eV.

Atom charges from the Mulliken analysis, given in e for atoms 1 to 4:
1 C -0.5417
2 C -0.5737
3 N 0.2969
4 C 0.0667

---

Here is one molecule with the formula C23H27NO6 from the Open Molecules 2025 dataset. Energies are from ωB97M-V/def2-TZVPD.

Geometry (Å):
1 C -5.501 -3.826 -1.399
2 C -5.162 -2.687 -0.828
3 C -5.467 -1.337 -1.401
4 O -4.279 -0.549 -1.537
5 C -3.912 0.175 -0.469
6 O -4.529 0.215 0.563
7 C -2.645 0.917 -0.724
8 C -1.850 0.664 -1.768
9 C -0.563 1.399 -1.980
10 C 0.607 0.556 -1.569
11 C 0.574 -0.633 -0.924
12 N 1.855 -1.049 -0.587
13 C 2.190 -2.138 0.183
14 C 1.076 -3.109 0.471
15 O 3.315 -2.285 0.614
16 C 2.743 -0.081 -1.057
17 C 4.126 -0.024 -0.993
18 C 4.749 1.062 -1.580
19 C 4.020 2.058 -2.223
20 C 2.642 2.002 -2.290
21 C 1.992 0.927 -1.695
22 C -0.597 2.698 -1.159
23 C -1.103 2.407 0.254
24 O -0.194 1.572 0.896
25 C -0.407 1.453 2.296
26 C 0.590 0.465 2.887
27 C 2.044 0.869 2.648
28 C 3.006 0.037 3.507
29 O 2.868 -1.350 3.344
30 O -2.403 1.852 0.238
31 H -5.278 -4.777 -0.946
32 H -6.030 -3.855 -2.338
33 H -4.633 -2.666 0.115
34 H -6.164 -0.806 -0.739
35 H -5.886 -1.415 -2.406
36 H -2.123 -0.109 -2.466
37 H -0.456 1.654 -3.042
38 H -0.286 -1.205 -0.642
39 H 0.587 -3.425 -0.448
40 H 0.339 -2.648 1.126
41 H 1.498 -3.972 0.979
42 H 4.694 -0.797 -0.503
43 H 5.825 1.135 -1.543
44 H 4.544 2.886 -2.678
45 H 2.083 2.771 -2.804
46 H -1.281 3.411 -1.623
47 H 0.395 3.138 -1.085
48 H -1.226 3.347 0.822
49 H -1.434 1.113 2.485
50 H -0.281 2.444 2.759
51 H 0.403 0.404 3.961
52 H 0.418 -0.524 2.462
53 H 2.286 0.753 1.590
54 H 2.183 1.920 2.908
55 H 4.038 0.354 3.301
56 H 2.795 0.223 4.564
57 H 3.208 -1.614 2.476

The value obtained for the max |F| is 0.79 eV/Å. The LUMO energy comes out at 0.56 eV. The calculation puts the HOMO-LUMO gap at 8.88 eV. As for the total charge: 0. The SMILES is C=CCOC(=O)C1=C[C@H](c2cn(C(C)=O)c3ccccc23)C[C@H](OCCCCO)O1. The calculation puts the HOMO energy at -8.316 eV.

Atom charges from the Mulliken analysis, given in e for atoms 1 to 4:
1 C -0.8154
2 C 0.0184
3 C -0.4076
4 O -0.2544

---

Here is C23H28BErF9N6O as an isolated structure from the Open Molecules 2025 dataset. Energies are from ωB97M-V/def2-TZVPD.

Geometry (Å):
1 Er -0.513 -0.274 0.316
2 C -0.486 4.364 0.010
3 C -1.428 3.227 0.287
4 C -1.827 2.350 -0.723
5 C -2.748 1.331 -0.468
6 C -3.248 1.153 0.818
7 C -2.858 2.027 1.832
8 C -1.973 3.056 1.562
9 H -0.991 5.320 0.153
10 H -0.116 4.337 -1.015
11 H 0.368 4.349 0.690
12 H -1.466 2.493 -1.733
13 H -3.074 0.688 -1.274
14 H -3.951 0.356 1.025
15 H -3.247 1.895 2.832
16 H -1.678 3.728 2.358
17 B -0.070 0.425 3.145
18 N 1.307 -0.213 2.853
19 C 2.303 -0.566 3.671
20 C 3.168 -1.394 2.981
21 C 2.597 -1.516 1.719
22 N 1.474 -0.793 1.634
23 N -1.119 -0.702 3.294
24 C -1.470 -1.402 4.378
25 C -2.072 -2.578 3.968
26 C -2.031 -2.525 2.580
27 N -1.448 -1.394 2.169
28 H -0.057 1.157 4.092
29 H -0.363 1.050 2.139
30 H 2.327 -0.201 4.684
31 H 4.075 -1.847 3.339
32 H 2.944 -2.090 0.876
33 H -1.265 -1.013 5.362
34 H -2.486 -3.354 4.587
35 H -2.405 -3.237 1.864
36 F 0.394 -3.706 -1.914
37 C -0.650 -3.322 -1.198
38 F -1.299 -4.393 -0.778
39 F -0.117 -2.724 -0.064
40 C -1.541 -2.241 -1.922
41 O -1.073 -1.005 -1.605
42 C -1.467 -2.458 -3.460
43 F -2.300 -1.650 -4.105
44 F -1.777 -3.725 -3.762
45 F -0.236 -2.198 -3.909
46 C -3.019 -2.318 -1.426
47 F -3.783 -1.435 -2.064
48 F -3.013 -1.943 -0.116
49 F -3.588 -3.508 -1.517
50 C 2.051 -0.602 -1.616
51 C 3.397 -0.213 -2.259
52 N 3.372 1.199 -2.636
53 C 3.387 2.011 -1.421
54 C 2.318 1.501 -0.430
55 N 1.345 0.628 -1.149
56 C 0.930 1.363 -2.379
57 C 2.124 1.456 -3.352
58 H 2.189 -1.278 -0.775
59 H 1.384 -1.090 -2.324
60 H 3.587 -0.828 -3.139
61 H 4.226 -0.368 -1.566
62 H 3.201 3.047 -1.708
63 H 4.377 1.972 -0.965
64 H 1.763 2.323 0.031
65 H 2.757 0.915 0.376
66 H 0.619 2.358 -2.059
67 H 0.072 0.857 -2.821
68 H 2.162 2.445 -3.812
69 H 2.034 0.726 -4.158

The value obtained for the max |F| is 0.60 eV/Å. The LUMO energy (alpha / beta) comes out at -2.51 / -2.45 eV. The calculation puts the HOMO-LUMO gap (alpha / beta) at 8.77 / 8.83 eV. As for the expectation value of S²: 3.753. As for the total charge: +1. The calculation puts the HOMO energy (alpha / beta) at -11.285 / -11.283 eV. Its multiplicity is 4.

Atom charges from the Mulliken analysis, given in e for atoms 1 to 4:
1 Er 0.3878
2 C -1.8103
3 C 1.0472
4 C -0.4828

---

> What is the total charge in the second record?

0

---

> Which of these has the highest total charge?

C23H28BErF9N6O

---

> What is the formula in the fourth record?

C23H28BErF9N6O

---

> Among the records above, which one has the highest total charge?

C23H28BErF9N6O